(1)
This record from the Open Molecules 2025 dataset describes a structure of composition C19H14BrN3O3Rh. The level of theory is ωB97M-V with the def2-TZVPD basis set.

Each line ends with the Löwdin charge.
Element x y z (Å)
Rh1 -0.239 -0.551 -1.020  0.87
O1 1.133 0.680 -1.742  -0.11
C1 0.954 1.912 -1.879  -0.28
C2 1.942 2.633 -2.631  0.02
C3 1.824 3.954 -2.855  0.00
C4 0.724 4.727 -2.324  -0.03
C5 -0.210 4.133 -1.574  -0.02
C6 -0.167 2.704 -1.277  -0.09
C7 -1.120 2.255 -0.430  -0.01
N1 -1.278 0.914 -0.084  -0.15
N2 -2.317 0.626 0.559  0.15
C8 -2.425 -0.800 0.714  -0.32
O2 -1.670 -1.559 0.087  -0.04
C9 -3.475 -1.263 1.596  -0.15
C10 -3.626 -2.643 1.786  0.00
C11 -4.614 -3.112 2.626  -0.05
C12 -5.454 -2.211 3.274  -0.04
C13 -5.310 -0.843 3.087  -0.05
C14 -4.322 -0.361 2.248  -0.01
H1 2.754 2.045 -3.036  0.13
H2 2.567 4.462 -3.456  0.13
H3 0.672 5.785 -2.540  0.12
H4 -1.039 4.694 -1.164  0.12
H5 -1.853 2.928 0.003  0.14
H6 -2.964 -3.325 1.270  0.12
H7 -4.737 -4.175 2.779  0.12
H8 -6.231 -2.582 3.930  0.12
H9 -5.972 -0.153 3.592  0.11
H10 -4.209 0.701 2.089  0.11
O3 1.985 -4.972 -3.366  0.10
C15 1.781 -4.026 -2.439  -0.29
C16 2.480 -4.005 -1.220  0.01
C17 2.222 -3.010 -0.302  -0.09
N3 1.310 -2.080 -0.598  0.01
C18 0.677 -2.110 -1.730  -0.36
Br1 -1.551 -0.171 -3.008  0.19
C19 0.832 -3.040 -2.724  0.02
H11 2.654 -5.604 -3.079  0.12
H12 3.216 -4.767 -0.994  0.12
H13 2.730 -2.953 0.650  0.12
H14 0.276 -3.020 -3.648  0.12

Output
* E_tot: -3806.70841 Eh
* energy relative to the best compared isomer or geometry (same formula, charge and spin): 118.1 kJ/mol
* M: 515.149 g/mol
* charge: +1
* gap between HOMO and LUMO (spin up / spin down): 5.96 / 5.96 eV



(2)
This record from the Open Molecules 2025 dataset describes a cluster of 2 separate species, C6H6IO2 in total. The level of theory is ωB97M-V with the def2-TZVPD basis set.

Each line ends with the Löwdin charge.
Element x y z (Å)
C1 0.707 1.766 1.424  -0.05
C2 0.272 0.567 1.142  -0.21
C3 3.140 0.513 1.928  -0.52
C4 0.338 -1.385 -0.557  -0.35
C5 0.985 -0.341 0.320  -0.46
C6 1.024 -1.897 0.635  -0.70
O1 2.583 0.306 2.915  0.19
O2 3.860 0.570 1.021  0.16
I1 2.893 -2.988 0.453  0.45
H1 0.152 2.407 1.967  0.00
H2 1.642 2.206 1.086  0.06
H3 -0.573 0.257 1.807  0.13
H4 -0.800 -1.326 -0.548  0.09
H5 0.617 -1.522 -1.655  0.09
H6 1.816 0.129 -0.209  0.11

Output
* E_tot: -680.33465 Eh
* energy relative to the best compared isomer or geometry (same formula, charge and spin): 129.3 kJ/mol
* M: 237.016 g/mol
* charge: -1
* gap between HOMO and LUMO: 5.61 eV



(3)
This record from the Open Molecules 2025 dataset describes a cluster of 7 separate species, C10H35NO7 in total. The level of theory is ωB97M-V with the def2-TZVPD basis set.

Each line ends with the Löwdin charge.
Element x y z (Å)
C1 8.327 0.609 4.826  -0.13
O1 7.766 -0.057 5.934  -0.22
C2 6.311 -0.010 6.097  -0.12
C3 5.775 -0.910 4.948  -0.49
C4 4.356 -0.813 4.574  -0.08
N1 6.101 -2.299 5.224  0.05
H1 8.144 0.071 3.896  0.07
H2 9.381 0.747 5.068  0.09
H3 7.884 1.580 4.604  0.08
H4 6.133 -0.240 7.147  0.13
H5 5.978 1.024 5.998  0.11
H6 6.284 -0.664 4.016  0.11
H7 3.849 0.152 4.565  0.08
H8 3.883 -1.523 5.252  0.08
H9 4.239 -1.287 3.599  0.08
H10 5.788 -2.907 4.481  0.07
H11 7.106 -2.214 5.281  0.07
C5 -8.215 6.068 -2.020  -0.10
C6 -9.383 5.623 -2.812  -0.41
O2 -10.275 5.073 -1.958  -0.05
H12 -8.518 6.808 -1.280  0.08
H13 -7.462 6.550 -2.645  0.08
H14 -7.813 5.241 -1.435  0.08
H15 -8.990 4.814 -3.428  0.11
H16 -9.833 6.399 -3.431  0.12
H17 -10.836 4.521 -2.507  0.09
C7 -1.314 1.239 -0.653  -0.10
C8 -0.607 1.198 -2.004  -0.34
O3 0.630 0.508 -1.901  -0.08
H18 -1.388 0.169 -0.460  0.07
H19 -2.313 1.676 -0.620  0.07
H20 -0.720 1.776 0.086  0.07
H21 -0.424 2.227 -2.315  0.10
H22 -1.263 0.699 -2.717  0.11
H23 1.136 1.008 -1.256  0.08
C9 -3.366 -5.568 -5.724  -0.07
C10 -2.534 -5.772 -4.368  -0.34
O4 -3.317 -5.960 -3.266  -0.05
H24 -4.102 -6.364 -5.830  0.07
H25 -2.719 -5.784 -6.574  0.05
H26 -3.673 -4.546 -5.947  0.06
H27 -1.870 -4.912 -4.287  0.09
H28 -1.717 -6.479 -4.515  0.11
H29 -4.045 -5.334 -3.254  0.09
O5 4.404 -1.814 -4.962  -0.05
H30 5.051 -2.265 -4.419  0.03
H31 3.680 -1.626 -4.366  0.03
O6 -6.077 -3.247 -0.432  -0.05
H32 -5.507 -3.410 0.319  0.03
H33 -6.247 -2.306 -0.405  0.03
O7 3.960 3.920 1.703  -0.06
H34 4.866 3.990 2.003  0.03
H35 3.498 4.616 2.170  0.03

Output
* E_tot: -983.29765 Eh
* energy relative to the best compared isomer or geometry (same formula, charge and spin): 17.9 kJ/mol
* M: 281.390 g/mol
* charge: 0
* gap between HOMO and LUMO: 9.55 eV
* SMILES: COC[C@H](C)N.CCO.CCO.CCO.O.O.O